[1]
This record from OMol25 describes a structure of composition C7H16O2P. The level of theory is wB97M-V/def2-TZVPD.

The calculation puts the orbital gap at 7.44 eV. The energy comes out at -20902.9808 eV. For the energy above the lowest of the compared OMol25 structures with the same formula, charge and spin, the calculation gives 1.9535 eV. The net charge is -1.

Last column: Löwdin charge in e.
Geometry (Å):
C 0.48 -1.92 0.16  -0.127
C 0.61 1.95 -0.11  -0.102
C 0.46 0.78 1.98  -0.079
C -1.48 0.98 0.46  -0.062
C -0.19 -0.59 -2.09  -0.183
C 0.66 -0.51 -0.24  -0.203
C 0.01 0.72 0.49  -0.598
O 2.08 -0.75 -3.31  -0.417
O 0.03 -1.63 -4.53  -0.477
P 0.82 -1.46 -3.24  0.159
H -0.56 -2.07 0.34  0.060
H 0.78 -2.69 -0.63  0.079
H 1.07 -1.98 1.08  0.063
H 1.73 2.03 0.15  0.108
H 0.23 2.89 0.41  0.104
H 0.34 1.90 -1.13  0.048
H 0.03 1.63 2.52  0.066
H 1.53 0.97 2.00  0.066
H 0.22 -0.15 2.61  0.094
H -1.77 1.64 1.20  0.050
H -1.94 0.08 0.65  0.055
H -1.75 1.42 -0.51  0.091
H -0.25 0.53 -2.47  0.079
H -1.24 -0.92 -1.98  0.049
H 1.62 -0.24 -0.61  0.090
H 0.96 -2.72 -2.72  -0.014

***

[2]
This record from OMol25 describes an isolated molecule of C7H16OP2. The level of theory is wB97M-V/def2-TZVPD.

The calculation puts the orbital gap (spin up / spin down) at 6.96 / 6.96 eV. The energy comes out at -28139.7941 eV. For the energy above the lowest of the compared OMol25 structures with the same formula, charge and spin, the calculation gives 1.7040 eV. The net charge is 0.

Last column: Löwdin charge in e.
Geometry (Å):
C 2.09 1.67 -3.26  -0.109
C -0.13 -1.82 2.43  -0.197
C 1.86 0.72 -2.08  -0.257
C 0.46 0.95 -1.49  -0.249
C 0.29 0.50 -0.01  -0.203
C -0.74 -0.72 0.06  -0.222
C -1.11 -1.41 1.38  -0.459
O -3.88 -1.15 0.98  -0.516
P -2.78 -1.24 1.97  0.701
P -4.19 -1.84 4.06  0.608
H 1.95 1.04 -4.16  0.080
H 3.06 2.07 -3.23  0.042
H 1.41 2.55 -3.25  0.079
H 0.48 -2.76 2.26  0.089
H 0.58 -1.02 2.92  0.110
H -0.79 -2.21 3.21  0.017
H 1.85 -0.25 -2.44  0.084
H 2.55 1.02 -1.33  0.096
H -0.40 0.55 -2.19  0.141
H 0.08 2.03 -1.39  0.119
H -0.17 1.33 0.52  0.095
H 1.28 0.32 0.38  0.088
H -0.22 -1.42 -0.60  0.105
H -1.65 -0.31 -0.53  0.123
H -5.26 -2.27 3.12  -0.127
H -3.72 -3.09 4.37  -0.239

***

[3]
This record from OMol25 describes an isolated molecule of C7H16OP2Si. The level of theory is wB97M-V/def2-TZVPD.

The calculation puts the orbital gap at 7.74 eV. As for the SMILES: C=P[Si](OC)(P=C)C(C)(C)C. The energy comes out at -36016.6977 eV. For the energy above the lowest of the compared OMol25 structures with the same formula, charge and spin, the calculation gives 1.7232 eV. The net charge is 0.

Last column: Löwdin charge in e.
Geometry (Å):
C 3.56 -0.46 -0.39  -0.485
C 1.35 2.28 -2.11  -0.422
C -1.75 0.92 1.45  -0.147
C -1.52 -1.46 1.14  -0.121
C 0.10 -0.23 2.59  -0.156
C -1.10 -0.79 -2.72  -0.259
C -0.72 -0.20 1.31  -0.728
O -0.20 -1.19 -1.70  -0.510
Si 0.53 0.15 -0.19  0.517
P 2.26 -1.45 -0.56  0.793
P 0.44 2.39 -0.68  0.732
H 4.57 -0.84 -0.63  -0.006
H 3.56 0.54 -0.18  -0.073
H 1.79 3.18 -2.40  -0.049
H 1.41 1.50 -2.84  -0.006
H -1.27 1.88 1.79  0.080
H -2.16 1.25 0.56  0.040
H -2.45 0.80 2.19  0.054
H -0.90 -2.37 0.98  0.100
H -2.15 -1.36 0.37  0.025
H -2.22 -1.71 1.95  0.092
H 0.98 -0.98 2.75  0.090
H 0.53 0.83 2.83  0.098
H -0.61 -0.66 3.45  0.116
H -1.09 -1.74 -3.30  0.085
H -0.79 0.13 -3.29  0.054
H -2.15 -0.43 -2.38  0.086

***

[4]
This record from OMol25 describes a structure of composition C7H16OSi. The level of theory is wB97M-V/def2-TZVPD.

The calculation puts the orbital gap at 9.21 eV. The energy comes out at -17444.1205 eV. For the energy above the lowest of the compared OMol25 structures with the same formula, charge and spin, the calculation gives 0.7382 eV. The net charge is 0.

Last column: Löwdin charge in e.
Geometry (Å):
O -0.81 0.39 0.28  -0.187
C -0.37 -0.78 -0.38  -0.168
C -0.82 -1.15 -1.60  -0.359
C -0.58 -2.56 -1.95  -0.092
C -1.49 -0.28 -2.60  -0.051
C 0.45 -0.19 2.65  -0.170
C 2.15 0.97 0.35  -0.140
C -0.31 2.67 1.68  -0.157
Si 0.43 0.98 1.20  0.420
H 0.14 -1.58 0.21  0.120
H -1.45 -2.94 -2.55  0.095
H 0.33 -2.67 -2.59  0.092
H -0.55 -3.24 -1.12  0.066
H -2.46 -0.76 -2.82  0.089
H -1.75 0.69 -2.15  0.078
H -0.90 -0.19 -3.50  0.082
H -0.58 -0.26 3.07  0.055
H 1.21 0.28 3.32  0.036
H 0.83 -1.20 2.36  0.036
H 2.59 -0.04 0.34  0.039
H 2.45 1.39 -0.55  -0.003
H 2.80 1.40 1.11  0.027
H 0.21 3.13 2.56  0.034
H -1.32 2.63 1.96  -0.006
H -0.19 3.30 0.71  0.064

***

[5]
This record from OMol25 describes an isolated molecule of C7H16OSi. The level of theory is wB97M-V/def2-TZVPD.

The calculation puts the orbital gap at 9.55 eV. As for the SMILES: CC(C)=CO[Si](C)(C)C. The energy comes out at -17443.8147 eV. For the energy above the lowest of the compared OMol25 structures with the same formula, charge and spin, the calculation gives 1.0440 eV. The net charge is 0.

Last column: Löwdin charge in e.
Geometry (Å):
O -0.65 -0.92 -0.32  -0.204
C -1.49 0.21 -0.04  -0.117
C -1.52 1.38 -0.75  -0.351
C -2.34 2.55 -0.35  -0.070
C -0.58 1.49 -1.87  -0.068
C 2.02 -1.59 -1.00  -0.141
C 1.28 0.25 1.57  -0.140
C 0.67 -2.77 1.66  -0.173
Si 0.78 -1.19 0.46  0.501
H -2.08 0.07 0.86  0.118
H -1.94 3.43 -0.79  0.057
H -3.36 2.52 -0.85  0.102
H -2.62 2.68 0.70  0.086
H -0.17 0.53 -2.17  0.066
H -1.14 1.82 -2.78  0.102
H 0.26 2.14 -1.63  0.093
H 2.70 -2.41 -0.86  0.009
H 2.64 -0.68 -0.96  0.026
H 1.32 -1.80 -1.77  0.006
H 1.22 1.01 0.90  -0.013
H 0.53 0.42 2.26  0.010
H 2.21 0.16 2.12  0.045
H -0.31 -3.17 1.94  0.006
H 1.28 -2.51 2.53  0.002
H 1.29 -3.63 1.14  0.047

***

[6]
This record from OMol25 describes a cluster of 2 separate species, C7H16SSi in total. The level of theory is wB97M-V/def2-TZVPD.

The calculation puts the orbital gap at 7.85 eV. The energy comes out at -26228.5286 eV. For the energy above the lowest of the compared OMol25 structures with the same formula, charge and spin, the calculation gives 2.8696 eV. The net charge is 0.

Last column: Löwdin charge in e.
Geometry (Å):
C -0.80 2.04 0.35  -0.300
C -0.38 0.83 0.06  -0.177
C -2.19 2.52 0.29  -0.169
C 1.31 -1.27 -1.60  -0.167
C 2.62 1.15 0.02  -0.187
C 1.13 -1.11 1.58  -0.203
C -2.24 -2.14 -0.46  -0.562
Si 1.24 -0.21 -0.08  0.515
S -2.42 -0.41 -0.89  0.600
H -0.02 2.86 0.72  0.151
H -2.39 2.57 -0.77  0.067
H -2.88 1.78 0.77  0.062
H -2.36 3.43 0.91  0.079
H 2.13 -1.22 -2.21  -0.003
H 1.34 -2.33 -1.39  0.039
H 0.39 -1.15 -2.12  0.005
H 3.71 0.69 0.10  0.074
H 2.75 1.75 -0.85  0.005
H 2.53 1.62 0.96  0.001
H 0.71 -2.13 1.52  0.024
H 2.08 -1.22 2.09  0.015
H 0.38 -0.45 2.23  0.075
H -1.70 -2.73 -1.31  0.052
H -3.22 -2.52 -0.44  -0.020
H -1.72 -2.32 0.51  0.025

***

[7]
This record from OMol25 describes an isolated molecule of C7H17BN2O3. The level of theory is wB97M-V/def2-TZVPD.

The calculation puts the orbital gap at 9.26 eV. As for the SMILES: CC(C)[C@H](N)C(=O)N[C@@H](C)B(O)O. The energy comes out at -17335.6343 eV. The net charge is 0.

Last column: Löwdin charge in e.
Geometry (Å):
O -0.87 1.35 0.60  0.047
O -3.37 -2.72 -2.06  0.132
O -1.78 -3.04 -0.15  0.125
B -2.58 -2.22 -0.97  -0.415
C -0.24 0.45 0.02  -0.390
N -0.92 -0.43 -0.82  0.057
N 1.93 1.13 -0.92  0.040
C 1.74 2.09 1.86  -0.094
C 3.37 0.18 1.84  -0.074
C -3.06 0.24 -1.80  -0.056
C 1.87 0.59 1.58  -0.308
C -2.28 -0.57 -0.75  -0.302
C 1.24 0.25 0.14  -0.231
H -3.52 -3.60 -2.34  0.067
H -1.57 -3.99 -0.10  0.108
H -0.45 -1.17 -1.27  0.128
H 1.55 1.05 -1.88  0.075
H 1.73 2.14 -0.70  0.080
H 2.06 2.39 2.82  0.057
H 2.38 2.76 1.25  0.088
H 0.74 2.42 1.73  0.049
H 3.61 -0.87 1.91  0.058
H 4.04 0.56 1.05  0.077
H 3.82 0.57 2.72  0.051
H -2.69 1.24 -1.92  0.072
H -3.06 -0.28 -2.76  0.071
H -4.12 0.31 -1.58  0.079
H 1.34 0.04 2.34  0.124
H -2.54 -0.11 0.24  0.149
H 1.62 -0.76 -0.05  0.136

***

[8]
This record from OMol25 describes a cluster of 3 separate species, C7H17BrN3 in total. The level of theory is wB97M-V/def2-TZVPD.

The calculation puts the orbital gap (spin up / spin down) at 5.78 / 5.73 eV. The expectation value of S² is 2.01. The multiplicity is 3. The energy comes out at -82034.3896 eV. For the energy above the lowest of the compared OMol25 structures with the same formula, charge and spin, the calculation gives 0.3457 eV. The net charge is +1.

Last column: Mulliken spin population.
Geometry (Å):
C 0.19 -1.39 0.90  0.052
C -0.58 -2.87 -1.02  0.001
C 0.93 0.00 4.37  -0.010
C -0.59 1.69 3.21  -0.013
C 1.64 0.76 -1.60  -0.001
C 1.25 1.08 0.84  -0.041
C 1.23 0.42 2.08  0.700
N -0.20 -2.06 0.06  0.037
N 0.54 0.72 3.18  0.232
N 1.79 0.32 -0.27  0.761
Br -2.41 -0.85 -4.66  0.000
H -1.72 -2.86 -1.02  0.000
H -0.12 -3.85 -0.84  -0.001
H -0.24 -2.35 -2.00  0.002
H 2.01 -0.17 4.26  0.000
H 0.72 0.57 5.29  0.005
H 0.19 -0.96 4.40  0.019
H -1.50 1.15 2.98  0.016
H -0.74 2.14 4.26  0.001
H -0.39 2.54 2.59  0.006
H 2.44 1.63 -1.70  0.078
H 1.87 -0.06 -2.27  0.006
H 0.65 1.14 -1.80  0.015
H 1.79 2.05 0.96  0.092
H 0.25 1.42 0.43  0.051
H 2.04 -0.19 2.37  0.027
H -1.87 -0.79 -5.94  0.000
H 2.42 -0.47 -0.01  -0.037

***

| no. | largest force on an atom (Eh/bohr) |
| --- | --- |
| 1 | 0.1181 |
| 2 | 0.0744 |
| 3 | 0.0919 |
| 4 | 0.0634 |
| 5 | 0.0778 |
| 6 | 0.0734 |
| 7 | 0.0850 |
| 8 | 0.0640 |